150
Properties=species:S:1:pos:R:3:forces:R:3:mulliken_charge:R:1 method="wB97M-V/def2-TZVPD" homo_energy_ev="-9.49 / -9.49" lumo_energy_ha="-0.093 / -0.280" spin_multiplicity=2 charge=+1 s_squared=0.75 max_force_ev_per_a=3.62 molar_mass_g_mol=801.21 homo_lumo_gap_ha="0.25607 / 0.06906"
H 1.052800 12.509330 30.541270 -0.3324 0.1735 -0.1562 0.3716
H -0.557610 6.815800 24.685050 -0.3441 0.0244 -1.0241 0.2726
C 8.411390 14.094760 28.374560 0.3419 -0.1140 0.6725 -1.3085
C 1.528770 11.784810 24.791400 0.2141 -0.2279 -0.1595 -1.2551
H -4.448930 15.313520 23.569390 -0.3584 0.1564 0.6119 0.3950
C -4.465560 12.485720 24.989330 -0.4574 -2.4416 -1.5166 -0.8463
C 0.843940 9.665500 21.494440 1.0790 -2.4412 0.0749 0.3165
H 1.730820 12.039150 27.890760 -0.0184 -0.2537 -0.1572 0.1855
N 2.249000 12.844670 28.211300 0.2018 0.1918 -1.7631 -0.4249
H 0.339950 0.853180 22.047960 -0.3963 -0.8187 0.1796 0.2274
H 1.669120 9.812140 22.191340 -0.1088 -0.7778 0.3820 0.3075
H -7.360230 3.041360 20.669420 -0.5994 1.2524 0.4980 0.3064
H -1.270800 12.403170 26.004390 -0.4233 0.7998 0.3027 0.2867
N -5.772610 14.242150 25.664380 -0.5611 2.7308 1.4342 -0.7073
H 8.966610 15.006860 28.593400 -0.3197 0.4003 -0.7099 0.4169
C -2.678320 7.033150 22.122670 0.4227 0.7242 0.9069 -0.0693
H 5.415480 12.174520 25.051250 0.6733 -0.2435 -0.0472 0.3905
C 1.632950 1.913510 21.019130 -0.4281 -0.6631 -1.5021 0.6221
H -0.513080 13.048660 15.459460 0.4360 -1.5001 -0.6895 0.2953
H 1.535110 13.541330 28.369820 0.0164 0.3575 0.1213 0.2817
H -3.959510 5.381510 22.549020 -0.2931 -0.0016 0.8858 0.3660
H 0.539230 7.389320 17.986440 -0.3753 0.2945 -0.3596 0.3036
N 0.977180 10.721880 20.557040 -1.6728 2.0623 0.5012 -0.4382
C -0.982110 14.057820 18.025770 0.5685 1.3169 -1.2446 -0.5077
C 1.100690 3.133210 21.800250 0.8786 -0.7467 0.1228 -0.6049
H -1.534340 13.565180 18.826050 0.4289 -0.0933 0.2790 0.2769
H 3.870810 16.461960 19.100860 -0.2760 0.6382 -0.9175 0.4210
H 3.961260 17.059770 20.670300 -0.4949 0.3759 0.5984 0.4785
C -0.159010 7.285400 18.816950 -0.3171 -0.2692 0.7289 -0.6208
O -2.593950 7.646370 24.623520 0.3061 -0.3794 -1.9705 -0.3756
H 7.333820 14.258850 28.377360 0.0926 0.1912 0.0980 0.2301
H 8.956030 14.957280 25.899000 0.4509 0.7559 -0.7580 0.2894
H 2.466180 13.310100 19.673560 -0.1336 -0.1668 0.0711 0.1307
C 2.558190 4.981540 21.362060 0.2208 -0.2628 -0.2460 0.0337
C -1.279840 7.491410 25.143340 0.3232 -0.0021 1.7222 -0.5750
H -3.582660 5.393290 20.035480 0.4011 -0.8166 0.7185 0.3861
H 0.576000 13.443620 22.709800 -0.4286 -0.0265 0.0648 0.5542
H 4.421420 13.260240 20.672870 -0.4577 0.0557 -0.2569 0.4240
H 0.962660 -0.031390 20.806070 0.0339 -0.0963 0.0432 0.2619
H -6.105310 5.662570 19.454810 0.5078 0.5866 -0.4125 0.4300
H 9.561880 12.607400 27.246710 -0.1612 -0.1977 0.3442 0.4004
H 2.487290 15.086450 21.313690 -0.0771 -0.1333 0.1776 0.1764
H -0.082460 9.596600 22.064660 -0.3285 0.4780 0.1049 -0.4683
N 2.392320 14.283190 19.413290 -0.5338 0.5731 -0.1833 -0.3830
H 4.081290 13.367130 30.964090 -0.1471 0.2366 0.4866 0.4152
H -4.863410 11.914750 25.828270 -0.1892 0.2069 0.4638 0.5443
C 8.879880 13.439190 27.070330 -0.2239 -0.2462 -0.2268 0.3499
N 9.701250 14.433650 26.335520 -1.2816 -0.8962 0.3118 -0.7211
C 5.369600 13.077240 25.660430 0.1382 0.1952 0.5081 -0.7132
C 7.627810 12.772510 26.338160 0.6327 0.5521 0.2242 -0.7778
H -0.007090 9.920130 31.271330 0.6860 -0.3687 0.0180 0.3263
H 3.646390 11.738950 29.354250 0.4507 0.2590 -0.7001 0.1546
H 1.981520 12.622380 22.215350 0.5920 -0.7953 0.6960 0.4906
C -1.117210 12.551710 16.218530 -0.6862 0.8443 -1.2164 -0.6841
O 1.994780 17.193500 19.808730 0.5818 -1.1839 0.6384 -0.2264
H -5.315760 13.799720 26.449010 -0.1279 0.5979 0.3401 0.3236
C -0.194840 16.418780 17.191430 -0.7049 -0.3176 -0.8535 -1.2428
H 1.312210 11.186820 25.676620 -0.9326 -0.3750 -0.3633 0.2432
H -7.027990 3.752440 19.070070 0.1499 -0.0996 -0.1267 0.3006
H -1.755700 11.470210 24.745510 -0.3917 -0.2104 -0.5490 0.0659
H -0.348840 9.402120 29.564920 0.4353 -0.3772 0.2766 0.2473
H 5.168820 14.673860 19.916290 0.2518 -0.1607 -0.0180 0.4196
O -1.638160 13.770180 16.770120 0.0676 -0.9190 1.9448 -0.4189
H 1.276210 19.148210 19.365540 -0.2101 -0.5879 0.2524 0.2839
H -1.933110 11.924280 15.859740 -0.3021 0.5529 -0.7476 0.2794
O 2.133900 3.987720 22.260010 -0.6705 0.2040 0.2463 -0.4279
H 1.738770 5.356840 20.749020 -0.1928 -0.0271 -0.1189 -0.3426
C 3.260390 16.564870 19.998030 0.1734 -1.6608 -0.3784 -1.2282
H 0.067750 13.796840 17.892450 0.0929 -0.6441 0.6036 0.3963
C -4.968990 14.379360 23.357280 0.4749 -0.4329 -0.6287 -1.2526
H 3.321110 4.565530 20.704040 0.1420 0.2140 -0.2015 0.3541
N -3.863240 6.232500 22.013620 1.5015 0.0994 -3.2912 0.1610
H -6.408790 5.954810 21.084500 0.0408 -0.3539 0.7751 0.3656
H -1.217990 7.151600 18.596140 0.2352 -0.2838 -0.9805 0.2633
C 1.938480 2.080380 19.501430 -0.0443 0.4737 0.2199 -1.2866
O 0.617690 11.567920 23.658240 2.1931 1.2403 0.5267 0.0985
C 0.942470 8.351520 20.687910 -0.3816 1.7499 -1.3461 -0.5458
H 2.921050 18.662600 18.882770 -0.1296 0.6053 -0.6356 0.3844
H 0.175570 6.393360 19.346510 -0.0394 -0.2383 0.2020 -0.0098
H 2.562100 11.491160 24.606740 0.1154 -0.1041 -0.7928 0.4981
H -5.303670 15.107440 25.437510 -0.2028 0.6960 1.3998 0.2837
H -5.811990 14.565540 22.691860 0.2397 0.2246 -0.0946 0.3368
H 2.540670 1.545090 21.497050 0.1290 0.3356 0.3235 0.2737
H 1.000870 7.450990 21.299250 -0.5035 -0.1307 -0.2138 0.2705
H -0.331820 15.997240 16.195620 -0.1622 0.6808 -0.3769 0.3748
C -4.288170 6.001300 20.601770 -0.9825 1.0731 -0.4009 -0.4596
O 1.276690 10.627670 29.676160 0.1447 0.6400 0.3622 -0.3121
C 0.250880 11.870320 21.198690 0.7849 1.5609 0.7685 -0.3240
H 10.222160 13.911990 25.645140 -0.0194 0.2811 -0.5159 0.2587
N 0.581330 0.866630 21.067320 0.0033 1.0936 0.7452 -0.7760
H 0.199220 12.811850 20.651940 0.4986 -0.3022 -1.0491 -0.0236
C -0.991190 15.586150 18.210700 0.8929 0.3215 0.6100 0.3270
H 1.624950 12.789190 25.203780 -0.5837 0.4881 -0.5609 0.4299
C 0.947530 12.439050 22.507530 -1.7457 -1.3378 -0.5240 -1.0860
H -4.605700 11.787770 24.163910 1.3325 -0.9122 -0.4637 0.2095
H -1.890610 8.881870 23.128830 0.5575 -0.5113 -0.5875 -0.3027
C -6.579640 3.295950 19.952500 -1.4600 -0.9639 0.6227 -0.7398
H 7.233520 12.077970 27.079950 -0.1501 -0.3294 0.0551 0.3464
H -0.466280 17.465890 17.325510 -0.8570 0.0464 -0.6638 0.3550
H 8.703750 13.563310 29.280200 -0.3780 -0.7913 -0.1245 0.3117
H -0.785700 10.923370 30.144460 0.2169 0.7777 -0.2007 0.3283
H 0.510330 15.797100 19.665510 -0.1325 -0.4036 -0.5996 0.3152
H -0.505790 17.010080 19.635710 -0.3860 0.0004 -0.2737 0.2214
H 0.641780 2.742280 22.708370 -0.0453 -0.0116 0.1487 0.3432
H 0.311110 3.654180 21.258720 0.0431 0.2634 -0.3521 0.2135
C 1.851910 11.815640 30.279890 -0.9594 -0.3387 2.1930 -1.0167
H -6.389210 13.092330 24.157960 0.2537 -1.1007 -0.1275 0.2732
H 0.415020 10.365860 19.797230 -0.1604 0.7846 -0.7206 0.2847
C 3.097330 15.090550 20.410400 0.7287 -1.2016 0.7942 0.6425
H 2.967850 5.824020 21.919310 0.0927 -0.1387 0.1073 0.2481
O 6.634200 13.700300 25.966300 -1.1944 0.4563 -0.2806 -0.3855
H 0.872590 16.578130 17.344090 0.2571 -1.2063 0.5765 0.2109
H 1.651300 3.054760 19.106190 0.1588 0.2442 0.1412 0.1871
H 4.689290 13.722160 25.104240 0.4759 0.6001 0.0976 0.3367
C 2.878540 12.506590 29.450270 -0.0769 1.0015 0.1010 0.5535
H 2.841370 14.350530 18.511120 0.1363 0.1701 -0.2304 0.2736
C 3.548330 13.778700 30.106960 0.7218 -1.4731 0.3893 -1.4204
C -5.453010 13.515730 24.521790 0.5557 -0.2455 -0.5776 0.4219
H -0.811930 11.683070 21.351900 -0.1105 -0.5360 0.4712 0.4139
H 7.824490 12.255210 25.399110 0.8629 -0.5022 0.1701 0.4211
H -2.351640 11.111090 26.315290 -1.2954 0.2957 0.3536 0.4032
C -2.184510 11.941830 25.629700 1.0779 -0.0087 -1.1826 -0.5732
H 4.923020 14.568660 21.666780 0.0044 0.3976 0.0317 0.3678
H -0.793740 8.437010 25.383460 -0.0431 0.3596 -0.6627 0.1779
C -2.659480 8.121120 23.263810 -0.6389 0.6286 2.0243 -0.0943
C 4.479750 14.348440 20.695630 -0.4900 1.3972 0.1553 -1.6176
N -0.459780 16.012450 19.484930 -0.6259 -0.8583 2.1181 -0.6149
H -1.799640 6.426120 22.340730 -0.0159 -0.5566 0.1943 0.1740
H -3.565300 8.725340 23.213780 -0.3490 -0.3728 -0.1116 0.3353
C 0.020890 10.193770 30.216610 -0.2020 0.5219 -0.5744 -0.7760
C 2.151840 18.564100 19.648750 1.9890 0.6104 -0.4082 -0.9320
H 2.337310 11.585930 31.228430 -0.1227 -0.5605 0.3458 0.4464
H -2.466490 7.560100 21.192320 -0.3349 -0.0044 -0.0597 0.2304
H -2.069140 15.742250 18.252450 -0.0638 0.9592 -0.5615 0.2732
O -3.160240 12.922410 25.255980 0.3153 -0.0937 0.5775 -0.3918
H 1.328480 1.386700 18.922810 0.1171 -0.1880 0.1497 0.4852
H -1.369940 7.049640 26.135710 -0.5265 -0.1197 0.0207 0.3335
H 1.822110 8.461240 20.053640 0.3599 -0.4443 0.1557 0.5472
H -4.184480 13.847510 22.818960 -0.2145 -0.2985 -0.3594 0.2385
O -5.533880 4.053890 20.494510 0.2978 0.1339 0.7638 -0.3067
H -6.370830 2.233820 19.824510 1.4425 0.2727 -0.8870 0.2775
H 4.379570 14.192680 29.536200 -0.2276 -0.3198 -0.6904 0.3200
H 4.847750 12.823760 26.583210 0.0010 -0.1077 0.1949 0.1613
C -5.672630 5.477190 20.437930 -0.6826 -2.0730 -0.7035 -0.8192
H 2.676910 18.962660 20.516820 -0.5004 0.4377 0.4541 0.3184
H -4.281250 6.834930 19.899550 0.4465 1.2392 1.0479 0.5254
O -0.195340 8.398750 19.676150 1.5058 -0.2752 2.4437 -0.3169
H -0.594960 11.774860 16.776970 0.6056 0.8905 1.0288 0.2537
H 2.988180 1.902460 19.267820 -0.0249 0.0995 -0.0029 0.2690
H 2.997230 14.660350 30.434180 -0.7814 -0.4799 -0.1243 0.3432